Here is an isolated molecule of C13H22N4O3S at a distorted geometry from OMol25. Energies are from ωB97M-V/def2-TZVPD.

Results
SMILES: CCCCNC(=O)C1CCN(S(=O)(=O)c2cnc[nH]2)CC1
Frontier orbital gap (eV): 9.760
Maximum force (eV/A): 1.1
Total charge: 0
Energy above the lowest of the compared OMol25 structures with the same formula, charge and spin (eV): 0.8304
Lowest unoccupied orbital energy (eV): 0.60

Element x y z (Å)
1 C 3.404 0.254 -2.182
2 C 4.268 -0.698 -1.362
3 C 3.623 -1.170 -0.059
4 C 3.428 -0.078 1.000
5 N 2.248 0.731 0.785
6 C 1.046 0.385 1.290
7 O 0.884 -0.551 2.044
8 C -0.105 1.280 0.820
9 C -1.310 1.082 1.742
10 C -2.532 1.827 1.210
11 N -2.830 1.487 -0.159
12 S -3.899 0.260 -0.452
13 O -4.903 0.319 0.573
14 O -4.275 0.348 -1.828
15 C -3.066 -1.288 -0.205
16 C -2.274 -2.107 -0.968
17 N -1.894 -3.184 -0.241
18 C -2.441 -3.040 0.936
19 N -3.163 -1.901 1.013
20 H -3.736 -1.551 1.765
21 H -2.327 -3.729 1.748
22 H -1.973 -1.983 -1.989
23 C -1.730 1.637 -1.078
24 C -0.477 0.886 -0.618
25 H 0.343 1.114 -1.302
26 H -0.658 -0.190 -0.651
27 H -1.509 2.707 -1.168
28 H -2.078 1.268 -2.044
29 H -2.357 2.909 1.255
30 H -3.424 1.596 1.791
31 H -1.511 0.012 1.813
32 H -1.068 1.438 2.744
33 H 0.210 2.329 0.842
34 H 2.300 1.470 0.103
35 H 3.292 -0.553 1.975
36 H 4.301 0.578 1.040
37 H 2.653 -1.626 -0.266
38 H 4.262 -1.941 0.375
39 H 5.225 -0.220 -1.140
40 H 4.478 -1.582 -1.968
41 H 3.348 1.237 -1.720
42 H 2.397 -0.144 -2.290
43 H 3.828 0.382 -3.175

Here is a structure of composition C27H18ClN3ORh at a distorted geometry from OMol25. Energies are from ωB97M-V/def2-TZVPD.

Results
⟨S²⟩: 6.058
2S+1: 5
Frontier orbital gap (alpha / beta) (eV): 5.478 / 5.138
Maximum force (eV/A): 1.3
Total charge: +1
Energy above the lowest of the compared OMol25 structures with the same formula, charge and spin (eV): 0.1381
Lowest unoccupied orbital energy (alpha / beta) (eV): -3.02 / -5.57

Element x y z (Å)
1 Rh -0.277 -0.086 0.129
2 Cl 4.833 -0.628 5.049
3 C 3.525 -0.185 4.042
4 C 2.445 0.540 4.572
5 C 1.446 0.977 3.738
6 C 1.435 0.667 2.353
7 O 0.581 1.219 1.580
8 C 2.488 -0.215 1.846
9 C 2.542 -0.676 0.517
10 N 1.548 -0.611 -0.375
11 C 1.665 -1.099 -1.640
12 C 2.750 -1.837 -2.157
13 C 2.681 -2.401 -3.416
14 C 1.560 -2.254 -4.213
15 C 0.472 -1.478 -3.774
16 C -0.720 -1.300 -4.507
17 C -1.737 -0.537 -3.975
18 C -1.567 0.082 -2.739
19 N -0.462 -0.096 -2.015
20 C 0.535 -0.874 -2.491
21 C 3.538 -0.553 2.709
22 H 2.418 0.773 5.624
23 H 0.636 1.577 4.126
24 H 3.471 -1.140 0.214
25 H 3.636 -1.997 -1.565
26 H 3.515 -2.987 -3.771
27 H 1.515 -2.732 -5.176
28 H -0.830 -1.774 -5.470
29 H -2.665 -0.399 -4.509
30 H -2.324 0.743 -2.334
31 H 4.373 -1.117 2.320
32 C -4.107 1.700 0.674
33 C -4.881 0.642 1.129
34 C -4.293 -0.599 1.291
35 C -2.941 -0.768 1.000
36 N -2.205 0.276 0.564
37 C -2.769 1.472 0.409
38 C -2.188 -2.015 1.126
39 C -2.731 -3.224 1.556
40 C -1.936 -4.351 1.663
41 C -0.586 -4.286 1.361
42 C -0.024 -3.087 0.937
43 C -0.816 -1.959 0.803
44 H -4.534 2.678 0.532
45 H -5.926 0.780 1.355
46 H -4.876 -1.430 1.647
47 H -2.123 2.270 0.055
48 H -3.775 -3.276 1.823
49 H -2.375 -5.279 1.998
50 H 0.030 -5.167 1.464
51 H 1.038 -3.056 0.728

Here is an isolated molecule of C3H5NS at a distorted geometry from OMol25. Energies are from ωB97M-V/def2-TZVPD.

Results
Frontier orbital gap (eV): 8.635
Maximum force (eV/A): 3.8
Total charge: 0
Energy above the lowest of the compared OMol25 structures with the same formula, charge and spin (eV): 4.5084
Lowest unoccupied orbital energy (eV): 0.50

Element x y z (Å)
1 C -0.142 -1.236 0.028
2 C 0.816 -0.358 0.059
3 C 1.840 0.400 0.173
4 N -1.872 1.109 0.076
5 S -1.886 -0.457 0.121
6 H -0.231 -2.159 0.498
7 H 2.654 0.468 -0.449
8 H 1.848 1.084 1.088
9 H -1.528 1.584 0.882
10 H -2.473 -0.657 -1.280